The following is a quantum chemistry calculation of C28H38Cl2KN4O9S2Sb as an isolated structure, from the OMol25 dataset.

Results
Charge   -2
HOMO   -2.036 eV
DFT total energy   -4542.99236 hartree
Energy above the lowest of the compared OMol25 structures with the same formula, charge and spin   0.0459 eV
Orbital gap   5.93 eV
Multiplicity   1

XYZ file:
```
85
C28H38Cl2KN4O9S2Sb ωB97M-V/def2-TZVPD
K 0.05 -1.95 1.26
C -3.13 -1.75 -3.37
N -2.03 -1.05 -2.74
C -0.91 -0.76 -3.62
C -1.77 -1.13 -1.41
O -0.72 -0.77 -0.92
C -2.89 -1.69 -0.52
O -2.55 -1.63 0.85
C -2.64 -0.35 1.43
C -2.38 -0.51 2.92
O -1.93 -1.55 3.38
N -2.68 0.56 3.70
C -2.41 0.52 5.12
C -3.28 1.78 3.17
H -3.39 -1.24 -4.30
H -4.02 -1.75 -2.74
H -2.86 -2.79 -3.60
H -0.45 -1.70 -3.97
H -0.17 -0.18 -3.07
H -1.26 -0.19 -4.48
H -3.03 -2.74 -0.76
H -3.83 -1.15 -0.71
H -3.65 0.06 1.26
H -1.90 0.34 1.01
H -1.98 -0.45 5.36
H -3.34 0.65 5.69
H -1.70 1.30 5.40
H -2.90 2.02 2.19
H -3.01 2.60 3.83
H -4.38 1.71 3.14
Cl 1.55 2.89 7.53
C 1.19 2.13 5.99
C 1.43 0.75 5.84
C 1.17 0.15 4.64
Cl 1.49 -1.55 4.46
C 0.62 0.85 3.49
O 0.38 0.26 2.42
C 0.39 2.26 3.72
C -0.19 3.14 2.72
O -0.74 2.85 1.67
C 0.70 2.86 4.95
H 1.84 0.17 6.65
H -0.11 4.21 3.00
H 0.54 3.93 5.06
O 3.79 -1.14 1.16
S 2.95 -0.27 0.29
N 3.38 1.08 -0.10
O -0.93 -4.56 -4.63
C -0.73 -4.83 -3.45
N -1.12 -4.10 -2.39
S -0.73 -4.78 -1.00
O 0.21 -3.98 -0.23
O -1.89 -5.22 -0.26
C 0.12 -6.19 -1.67
C 0.76 -7.25 -1.05
C 1.32 -8.22 -1.87
C 1.22 -8.13 -3.26
C 0.58 -7.05 -3.86
C 0.02 -6.09 -3.04
H 0.83 -7.31 0.02
H 1.83 -9.06 -1.43
H 1.67 -8.90 -3.88
H 0.49 -6.96 -4.93
C 0.69 5.72 -2.17
C 0.21 4.28 -2.34
Sb 1.31 2.59 -1.37
C 2.11 3.82 0.22
C 3.45 4.47 -0.05
C 2.99 2.61 -2.77
C 3.18 3.79 -3.72
H 0.01 6.45 -2.63
H 1.67 5.88 -2.61
H 0.77 5.99 -1.11
H 0.14 4.03 -3.40
H -0.80 4.19 -1.94
H 2.19 3.12 1.06
H 1.34 4.55 0.47
H 4.20 3.70 -0.26
H 3.80 5.04 0.82
H 3.41 5.16 -0.89
H 2.86 1.69 -3.34
H 3.86 2.45 -2.15
H 2.28 4.02 -4.29
H 3.98 3.59 -4.44
H 3.45 4.70 -3.17
```


The following is a quantum chemistry calculation of a 13-piece molecular cluster, C28H38Cl36FNO4 overall, from the OMol25 dataset.

Results
HOMO   -9.673 eV
DFT total energy   -18112.16543 hartree
Orbital gap   9.66 eV
Multiplicity   1

XYZ file:
```
108
C28H38Cl36FNO4 ωB97M-V/def2-TZVPD
C -1.07 1.80 -0.32
C -0.26 2.01 0.95
C 0.20 0.75 1.68
F -0.83 0.31 2.51
C 0.70 -0.38 0.80
C -0.30 -1.35 0.14
C -1.18 -2.18 1.11
C -2.64 -2.04 0.78
O -3.40 -1.38 1.45
O 0.60 -2.25 -0.55
C 1.79 -2.28 0.11
O 2.71 -2.89 -0.36
C 1.68 -1.42 1.35
C 3.01 -0.95 1.95
C 3.60 -2.01 2.91
C 3.37 -1.71 4.39
C 1.91 -1.63 4.83
N 1.10 -2.84 4.56
C 1.80 -4.10 4.85
C -0.15 -2.82 5.21
C -0.96 -1.54 5.14
O -0.60 -3.80 5.75
H -0.51 1.25 -1.08
H -2.00 1.27 -0.10
H -1.34 2.76 -0.76
H 0.61 2.64 0.75
H -0.88 2.55 1.67
H 1.03 1.04 2.33
H 1.22 0.08 -0.05
H -0.95 -0.87 -0.59
H -1.03 -1.88 2.15
H -0.88 -3.23 1.02
H -3.00 -2.54 -0.13
H 1.20 -2.05 2.11
H 2.81 -0.04 2.53
H 3.74 -0.73 1.18
H 4.68 -2.06 2.74
H 3.22 -3.00 2.64
H 3.83 -0.75 4.62
H 3.89 -2.45 4.99
H 1.88 -1.38 5.90
H 1.43 -0.79 4.30
H 2.71 -4.17 4.27
H 1.16 -4.94 4.59
H 2.04 -4.19 5.92
H -0.41 -0.66 5.47
H -1.82 -1.68 5.80
H -1.33 -1.38 4.13
C 6.92 -0.62 -0.60
Cl 5.44 -1.57 -0.77
Cl 7.05 0.59 -1.89
Cl 6.98 0.14 0.99
H 7.76 -1.29 -0.69
C 9.25 -4.19 -2.77
Cl 10.95 -3.74 -2.90
Cl 8.96 -5.15 -1.32
Cl 8.23 -2.76 -2.80
H 9.00 -4.80 -3.63
C 5.54 4.31 -3.35
Cl 6.78 3.20 -3.91
Cl 6.21 5.51 -2.25
Cl 4.71 5.07 -4.70
H 4.81 3.73 -2.79
C -5.96 -0.31 0.10
Cl -6.89 -1.75 0.49
Cl -5.26 -0.45 -1.52
Cl -6.96 1.14 0.23
H -5.15 -0.24 0.80
C -10.21 0.87 -1.92
Cl -11.11 -0.60 -1.56
Cl -9.46 0.78 -3.52
Cl -11.26 2.29 -1.82
H -9.42 0.98 -1.19
C -9.02 5.61 0.20
Cl -8.84 3.86 0.26
Cl -7.80 6.40 1.20
Cl -8.95 6.20 -1.46
H -9.99 5.86 0.60
C 11.40 1.28 0.15
Cl 10.35 0.18 -0.75
Cl 10.53 2.76 0.57
Cl 12.05 0.50 1.59
H 12.22 1.55 -0.49
C -12.26 1.90 -4.62
Cl -13.05 0.50 -3.91
Cl -11.70 1.56 -6.26
Cl -13.33 3.30 -4.61
H -11.39 2.14 -4.01
C -12.02 5.19 -7.51
Cl -10.68 5.89 -6.60
Cl -13.32 6.35 -7.74
Cl -11.47 4.51 -9.04
H -12.40 4.38 -6.90
C 15.08 -1.33 4.12
Cl 16.12 -0.60 5.34
Cl 13.38 -0.96 4.44
Cl 15.54 -0.80 2.50
H 15.20 -2.40 4.17
C -6.19 3.80 -3.98
Cl -5.83 2.25 -3.22
Cl -7.91 3.93 -4.31
Cl -5.63 5.13 -2.97
H -5.66 3.85 -4.93
C 1.06 -4.74 -2.59
Cl 2.28 -5.06 -3.82
Cl -0.50 -4.36 -3.32
Cl 0.92 -6.11 -1.49
H 1.38 -3.89 -2.01
```


The following is a quantum chemistry calculation of C28H38ClNOSSe2SiTl as an isolated structure, from the OMol25 dataset.

Results
Charge   +1
HOMO   -10.641 eV
DFT total energy   -7342.66388 hartree
Energy above the lowest of the compared OMol25 structures with the same formula, charge and spin   0.7822 eV
Orbital gap   7.39 eV
Multiplicity   1

XYZ file:
```
74
C28H38ClNOSSe2SiTl ωB97M-V/def2-TZVPD
Tl -0.25 -0.26 -1.44
C 1.48 -0.76 4.18
Se 1.27 -1.09 2.28
C 2.89 -2.15 2.00
C 4.04 -1.36 1.39
Se 3.58 -0.86 -0.44
C 5.01 0.43 -0.72
H 1.57 -1.70 4.71
H 0.58 -0.24 4.51
H 2.34 -0.13 4.36
H 2.63 -2.99 1.37
H 3.16 -2.53 2.99
H 4.93 -1.98 1.35
H 4.24 -0.46 1.95
H 4.80 1.36 -0.21
H 5.08 0.60 -1.79
H 5.94 0.00 -0.37
C 1.23 -2.56 -5.54
Si 0.88 -2.59 -3.72
C -0.86 -3.21 -3.41
C 2.09 -3.60 -2.74
C 1.04 -0.81 -3.12
H 1.26 -3.57 -5.97
H 2.20 -2.09 -5.75
H 0.46 -2.00 -6.07
H -0.92 -4.29 -3.56
H -1.58 -2.74 -4.09
H -1.19 -3.01 -2.39
H 1.98 -4.67 -2.93
H 1.93 -3.43 -1.67
H 3.12 -3.32 -2.96
H 0.66 -0.07 -3.84
H 2.06 -0.54 -2.85
N 0.37 1.96 -0.89
S -0.06 3.03 0.22
C -1.52 2.42 1.03
C -1.53 1.17 1.63
C -2.66 0.75 2.29
C -3.77 1.59 2.36
C -3.76 2.83 1.75
C -2.62 3.26 1.07
C 1.13 2.85 1.55
C 0.79 3.27 2.83
C 1.76 3.24 3.82
C 3.05 2.80 3.53
C 3.36 2.39 2.24
C 2.40 2.41 1.24
H 0.47 2.45 -1.77
H -0.65 0.54 1.58
H -2.68 -0.22 2.77
H -4.66 1.26 2.89
H -4.63 3.47 1.79
H -2.59 4.23 0.60
H -0.20 3.63 3.06
H 1.51 3.56 4.83
H 3.80 2.79 4.30
H 4.37 2.08 2.01
H 2.62 2.08 0.23
O -0.13 -3.65 0.34
C 0.05 -2.56 0.16
Cl -3.00 -2.19 -0.15
C -4.02 -0.80 -0.44
C -5.23 -0.73 0.24
C -6.05 0.37 0.05
C -5.64 1.40 -0.77
C -4.42 1.32 -1.43
C -3.59 0.19 -1.31
C -2.37 0.09 -2.13
H -5.52 -1.54 0.89
H -7.01 0.41 0.56
H -6.27 2.27 -0.92
H -4.11 2.12 -2.09
H -2.22 0.96 -2.77
H -2.37 -0.83 -2.71
```